Entry w
The following is a quantum chemistry calculation of a gas-phase ion, C4H3O3 (charge -1), from the Open Molecules 2025 dataset.

Calculated values
frontier orbital gap	0.293	Eh
charge	-1
structure (SMILES)	O=C([O-])C1=C(O)C1

Positions of all 10 atoms, in Å:
O 2.49 -1.08 -1.59
C 1.41 -0.82 -2.16
O 1.05 -0.88 -3.33
C 0.42 -0.35 -1.05
C 0.68 -0.16 0.17
O 1.43 0.00 1.25
C -0.86 0.03 -0.30
H 2.24 -0.33 0.84
H -1.19 1.01 -0.66
H -1.70 -0.56 -0.01

Entry x
The following is a quantum chemistry calculation of 2 unconnected molecules or ions with the total composition C4H3O3, from the Open Molecules 2025 dataset.

Calculated values
frontier orbital gap	0.261	Eh
charge	-1

Positions of all 10 atoms, in Å:
C 0.26 -0.35 -0.01
C -0.80 -1.34 0.01
C 2.47 -0.41 -0.02
C -0.09 -1.12 -1.28
O 2.73 -1.56 -0.17
O 2.69 0.74 -0.05
O -1.78 -1.82 0.61
H -0.06 0.62 0.08
H -0.48 -0.61 -2.14
H 0.58 -1.89 -1.57

So which one wins? Going from most stable to least: entry x, entry w.

Entry w
The following is a quantum chemistry calculation of a molecular structure, C33H47BaN2O6PSi, from the Open Molecules 2025 dataset.

Calculated values
frontier orbital gap	0.182	Eh
charge	-2

Positions of all 91 atoms, in Å:
Ba -0.05 0.39 -0.33
O -0.89 -0.60 6.19
C -0.76 -0.47 4.83
C -1.86 -0.41 3.99
C -1.65 -0.28 2.63
N -0.41 -0.23 2.13
C 0.66 -0.29 2.94
C 0.52 -0.41 4.31
C 2.06 -0.20 2.28
O 3.04 -0.27 3.01
O 2.01 -0.06 1.01
C -2.83 -0.14 1.63
O -3.95 -0.35 2.09
O -2.48 0.19 0.46
H -1.83 -0.61 6.41
H -2.89 -0.45 4.34
H 1.41 -0.45 4.93
C 2.41 -3.25 -0.92
C 1.17 -4.11 -0.68
C 1.23 -5.37 -1.55
P -0.33 -3.05 -0.84
C -1.60 -3.88 0.24
C -1.62 -5.40 0.39
C -2.99 -3.37 -0.11
C -0.90 -3.16 -2.56
C -1.48 -4.30 -3.09
C -1.92 -4.43 -4.41
C -2.53 -5.70 -4.92
C -1.72 -3.30 -5.21
C -1.15 -2.14 -4.74
C -0.72 -1.99 -3.39
N -0.17 -0.86 -2.90
C 0.02 0.21 -3.79
C -1.01 1.14 -4.03
C -2.36 0.91 -3.42
C -0.76 2.27 -4.81
C 0.49 2.51 -5.37
C 0.75 3.74 -6.20
C 1.49 1.57 -5.14
C 1.28 0.44 -4.36
C 2.40 -0.53 -4.10
H 3.32 -3.85 -0.81
H 2.47 -2.40 -0.24
H 2.41 -2.84 -1.94
H 1.15 -4.40 0.38
H 1.16 -5.12 -2.61
H 0.42 -6.08 -1.33
H 2.18 -5.89 -1.39
H -1.33 -3.46 1.22
H -1.94 -5.91 -0.52
H -2.33 -5.68 1.17
H -0.65 -5.82 0.68
H -3.35 -3.81 -1.04
H -3.04 -2.29 -0.23
H -3.70 -3.65 0.69
H -1.60 -5.16 -2.44
H -2.82 -6.35 -4.10
H -1.84 -6.28 -5.55
H -3.43 -5.53 -5.53
H -2.04 -3.33 -6.25
H -1.03 -1.30 -5.42
H -2.81 -0.03 -3.76
H -3.04 1.73 -3.64
H -2.29 0.83 -2.34
H -1.56 2.99 -4.96
H -0.07 4.45 -6.10
H 0.86 3.51 -7.26
H 1.67 4.25 -5.88
H 2.49 1.73 -5.55
H 3.26 -0.30 -4.72
H 2.08 -1.56 -4.30
H 2.73 -0.51 -3.06
C 5.28 0.01 0.12
O 4.22 -0.27 -0.79
H 5.70 1.01 -0.06
H 6.07 -0.73 -0.01
H 4.92 -0.03 1.15
H 3.41 -0.14 -0.28
C 0.66 4.42 1.21
Si 0.08 3.70 -0.49
C -1.64 4.58 -0.59
C 1.07 4.83 -1.68
H 0.62 5.52 1.19
H 1.68 4.11 1.47
H 0.02 4.08 2.03
H -1.53 5.65 -0.36
H -2.37 4.15 0.11
H -2.07 4.49 -1.59
H 0.92 5.89 -1.42
H 0.77 4.68 -2.72
H 2.15 4.62 -1.63

Entry x
The following is a quantum chemistry calculation of a molecular structure, C33H47BaN2O6PSi, from the Open Molecules 2025 dataset.

Calculated values
frontier orbital gap	0.186	Eh
charge	-2

Positions of all 91 atoms, in Å:
Ba 0.11 -0.47 1.28
O -3.53 -3.16 5.98
C -2.87 -2.53 4.97
C -2.47 -1.20 5.06
C -1.80 -0.65 3.99
N -1.55 -1.38 2.88
C -1.90 -2.67 2.82
C -2.58 -3.30 3.84
C -1.43 -3.46 1.57
O -1.83 -4.61 1.43
O -0.61 -2.79 0.83
C -1.22 0.79 4.05
O -1.40 1.40 5.09
O -0.57 1.13 2.99
H -3.64 -2.52 6.71
H -2.64 -0.59 5.93
H -2.84 -4.34 3.76
C 3.96 2.61 -1.96
C 3.24 1.74 -0.93
C 2.79 2.62 0.24
P 1.78 0.73 -1.43
C 2.51 -0.69 -2.35
C 3.51 -0.45 -3.48
C 1.34 -1.55 -2.87
C 0.77 1.68 -2.57
C 1.20 2.27 -3.76
C 0.38 2.97 -4.63
C 0.91 3.63 -5.88
C -0.96 3.06 -4.25
C -1.45 2.49 -3.09
C -0.61 1.76 -2.18
N -1.04 1.22 -1.02
C -2.42 1.21 -0.77
C -2.95 2.01 0.26
C -2.06 2.95 1.01
C -4.31 1.92 0.57
C -5.17 1.06 -0.09
C -6.64 0.99 0.24
C -4.63 0.26 -1.10
C -3.28 0.32 -1.44
C -2.72 -0.61 -2.48
H 4.83 3.09 -1.50
H 3.29 3.41 -2.31
H 4.30 2.07 -2.84
H 3.94 0.99 -0.55
H 1.93 3.23 -0.04
H 3.59 3.29 0.56
H 2.49 2.02 1.11
H 3.01 -1.26 -1.56
H 3.07 0.14 -4.29
H 3.82 -1.41 -3.91
H 4.41 0.06 -3.14
H 0.78 -1.00 -3.63
H 0.64 -1.82 -2.08
H 1.72 -2.48 -3.30
H 2.25 2.18 -4.02
H 1.85 3.16 -6.20
H 1.12 4.70 -5.74
H 0.21 3.55 -6.71
H -1.65 3.60 -4.89
H -2.50 2.60 -2.85
H -1.34 3.43 0.34
H -1.47 2.44 1.78
H -2.65 3.73 1.51
H -4.70 2.54 1.37
H -6.84 1.39 1.24
H -7.01 -0.03 0.21
H -7.25 1.58 -0.46
H -5.27 -0.44 -1.62
H -3.49 -1.28 -2.87
H -1.91 -1.22 -2.06
H -2.28 -0.07 -3.33
C 1.20 -5.10 -0.86
O 1.76 -3.87 -0.43
H 0.67 -5.00 -1.81
H 0.50 -5.50 -0.12
H 2.02 -5.81 -0.99
H 1.02 -3.37 -0.04
C 1.94 -1.86 4.55
Si 2.66 -1.12 2.90
C 4.02 -2.41 2.50
C 3.75 0.29 3.63
H 2.73 -2.02 5.29
H 1.43 -2.82 4.37
H 1.19 -1.18 5.00
H 4.61 -2.68 3.40
H 4.72 -2.01 1.75
H 3.59 -3.33 2.07
H 4.47 -0.10 4.37
H 3.13 1.04 4.13
H 4.32 0.81 2.84

So which one wins? Going from most stable to least: entry w, entry x.

Entry w
The following is a quantum chemistry calculation of a single C10H15N molecule, from the Open Molecules 2025 dataset.

Calculated values
frontier orbital gap (spin up / spin down)	0.267 / 0.294	Eh

Positions of all 26 atoms, in Å:
C -1.07 1.70 0.20
C 0.36 1.29 -1.85
C 1.31 1.62 -2.71
C -0.73 0.43 -2.19
C 0.16 1.37 -0.36
C -0.36 -0.97 -2.50
C -0.87 -1.52 3.03
C 1.19 0.58 0.52
C -0.41 -1.04 1.66
C 0.58 0.26 1.82
N -2.05 2.02 0.73
H 2.30 1.89 -2.40
H 1.13 1.41 -3.73
H -1.77 0.68 -1.82
H -0.52 -1.74 -1.76
H 0.62 -0.98 -2.93
H -0.99 -1.35 -3.40
H -0.17 -2.15 3.56
H -1.75 -2.04 2.85
H -0.87 -0.57 3.66
H 1.44 -0.35 -0.10
H 2.19 1.11 0.64
H -1.28 -0.57 1.19
H 0.14 -1.76 1.05
H 0.01 0.89 2.43
H 1.41 -0.24 2.41

Entry x
The following is a quantum chemistry calculation of 2 unconnected molecules or ions with the total composition C10H15N, from the Open Molecules 2025 dataset.

Calculated values
frontier orbital gap	0.384	Eh
structure (SMILES)	c1ccncc1.C1CCCC1

Positions of all 26 atoms, in Å:
C -3.28 -0.80 0.59
C -2.22 -1.20 -0.24
C -1.08 -0.30 -0.26
N -1.05 0.86 0.44
C -2.15 1.25 1.10
C -3.26 0.42 1.22
H -4.08 -1.53 0.78
H -2.21 -2.17 -0.75
H -0.20 -0.47 -0.86
H -2.02 2.20 1.65
H -4.07 0.75 1.88
C 2.04 -0.07 0.74
C 2.65 -1.21 0.02
C 2.43 -0.74 -1.49
C 2.52 0.68 -1.53
C 1.87 1.19 -0.25
H 0.93 -0.29 1.09
H 2.82 0.15 1.59
H 2.01 -2.22 0.22
H 3.62 -1.49 0.18
H 1.46 -0.85 -1.89
H 3.08 -1.24 -2.27
H 2.10 1.12 -2.51
H 3.46 0.91 -1.38
H 0.76 1.64 -0.39
H 2.59 2.04 0.16

So which one wins? Going from most stable to least: entry x, entry w.

Entry w
The following is a quantum chemistry calculation of a single C4H6F2O molecule, from the Open Molecules 2025 dataset.

Calculated values
frontier orbital gap	0.410	Eh
structure (SMILES)	O[C@]1(CF)C[C@@H]1F

Positions of all 13 atoms, in Å:
O 1.19 -1.08 0.65
C 0.22 -0.13 0.22
C 0.44 1.20 0.88
F 0.02 1.17 2.22
C -1.17 -0.64 -0.06
C -0.22 -0.23 -1.19
F 0.33 -1.22 -1.91
H 1.47 -1.48 -0.20
H -0.04 2.05 0.34
H 1.54 1.41 0.84
H -1.98 0.06 0.07
H -1.27 -1.72 -0.05
H -0.54 0.61 -1.82

Entry x
The following is a quantum chemistry calculation of a molecular structure, C4H6F2O, from the Open Molecules 2025 dataset.

Calculated values
frontier orbital gap	0.396	Eh

Positions of all 13 atoms, in Å:
C 0.09 1.28 -0.62
C -0.13 0.23 0.49
C -1.55 -0.60 0.36
C 1.05 -0.73 0.31
H 0.69 2.34 -0.39
H -1.20 1.51 -0.54
H 0.64 0.45 -1.58
H 0.04 0.72 1.49
H -1.46 -1.69 0.89
H 1.49 -1.49 1.06
O -2.49 -0.36 -0.48
F 2.23 -0.06 -0.15
F 0.59 -1.59 -0.84

Entry y
The following is a quantum chemistry calculation of a single C4H6F2O molecule, from the Open Molecules 2025 dataset.

Calculated values
frontier orbital gap	0.397	Eh
structure (SMILES)	C[C@]1(F)C[C@]1(O)F

Positions of all 13 atoms, in Å:
C -1.21 0.54 1.21
C -0.06 -0.24 0.56
F 0.13 -1.46 1.15
C 1.13 0.48 -0.16
C 0.10 -0.37 -0.97
O 0.44 -1.53 -1.52
F -0.71 0.45 -1.79
H -2.01 -0.06 0.98
H -1.16 1.59 0.83
H -1.14 0.52 2.33
H 1.19 1.50 -0.49
H 2.13 0.05 -0.02
H 1.17 -1.47 -2.09

So which one wins? Going from most stable to least: entry w, entry y, entry x.